Computed, not measured: a 10-piece molecular cluster, C44H94F6N4O8 overall in a non-equilibrium geometry, with ωB97M-V with the def2-TZVPD basis set.

Last columns: bonded neighbours and bond lengths (Å).
Geometry (Å):
1 C 0.185 2.603 2.789  C2 1.567, H8 1.090, H9 1.090, H10 1.090
2 C 0.760 1.156 2.617  C1 1.567, N3 1.431, H11 1.090, H12 1.090
3 N 0.143 0.303 1.648  C2 1.431, C4 1.475, C6 1.476
4 C 0.331 0.924 0.323  N3 1.475, C5 1.485, H13 1.090, H14 1.090
5 C 0.139 -0.032 -0.797  C4 1.485, H15 1.090, H16 1.090, H17 1.090
6 C -1.278 0.010 1.913  N3 1.476, C7 1.535, H18 1.090, H19 1.090
7 C -1.409 -0.889 3.150  C6 1.535, H20 1.090, H21 1.090, H22 1.090
8 H -0.267 3.103 1.933  C1 1.090
9 H 0.962 3.170 3.302  C1 1.090
10 H -0.674 2.678 3.457  C1 1.090
11 H 1.825 1.119 2.387  C2 1.090
12 H 0.762 0.626 3.570  C2 1.090
13 H -0.185 1.874 0.184  C4 1.090
14 H 1.393 1.171 0.323  C4 1.090
15 H 0.602 0.464 -1.650  C5 1.090
16 H 0.552 -1.022 -0.600  C5 1.090
17 H -0.914 -0.279 -0.936  C5 1.090
18 H -1.683 -0.461 1.017  C6 1.090
19 H -1.908 0.894 2.017  C6 1.090
20 H -2.393 -1.351 3.068  C7 1.090
21 H -1.206 -0.262 4.018  C7 1.090
22 H -0.641 -1.664 3.157  C7 1.090
23 C 8.036 -7.031 -4.170  C24 1.539, H30 1.090, H31 1.090, H32 1.090
24 C 7.501 -7.339 -2.760  C23 1.539, N25 1.469, H33 1.090, H34 1.090
25 N 6.641 -6.241 -2.299  C24 1.469, C26 1.450, C28 1.519
26 C 6.177 -6.476 -0.945  N25 1.450, C27 1.541, H35 1.090, H36 1.090
27 C 5.639 -5.279 -0.138  C26 1.541, H37 1.090, H38 1.090, H39 1.090
28 C 5.535 -5.808 -3.244  N25 1.519, C29 1.562, H40 1.090, H41 1.090
29 C 4.428 -6.877 -3.516  C28 1.562, H42 1.090, H43 1.090, H44 1.090
30 H 8.593 -6.094 -4.153  C23 1.090
31 H 7.326 -7.010 -4.997  C23 1.090
32 H 8.792 -7.769 -4.436  C23 1.090
33 H 7.092 -8.346 -2.687  C24 1.090
34 H 8.344 -7.331 -2.069  C24 1.090
35 H 5.498 -7.328 -0.969  C26 1.090
36 H 7.037 -6.861 -0.396  C26 1.090
37 H 4.661 -4.914 -0.450  C27 1.090
38 H 5.548 -5.523 0.920  C27 1.090
39 H 6.298 -4.421 -0.272  C27 1.090
40 H 6.142 -5.536 -4.108  C28 1.090
41 H 5.059 -4.864 -2.981  C28 1.090
42 H 3.799 -6.997 -2.634  C29 1.090
43 H 4.860 -7.851 -3.747  C29 1.090
44 H 3.617 -6.576 -4.179  C29 1.090
45 C -5.849 -2.432 -9.428  C46 1.506, H52 1.090, H53 1.090, H54 1.090
46 C -5.154 -1.542 -8.432  C45 1.506, N47 1.444, H55 1.090, H56 1.090
47 N -3.712 -1.574 -8.499  C46 1.444, C48 1.505, C50 1.498
48 C -3.128 -2.961 -8.519  N47 1.505, C49 1.530, H57 1.090, H58 1.090
49 C -3.631 -3.694 -7.275  C48 1.530, H59 1.090, H60 1.090, H61 1.090
50 C -3.062 -0.552 -7.617  N47 1.498, C51 1.469, H62 1.090, H63 1.090
51 C -3.540 0.830 -7.756  C50 1.469, H64 1.090, H65 1.090, H66 1.090
52 H -5.281 -2.554 -10.351  C45 1.090
53 H -6.871 -2.093 -9.595  C45 1.090
54 H -6.004 -3.451 -9.073  C45 1.090
55 H -5.490 -0.527 -8.644  C46 1.090
56 H -5.576 -1.706 -7.441  C46 1.090
57 H -3.334 -3.524 -9.430  C48 1.090
58 H -2.054 -2.877 -8.355  C48 1.090
59 H -3.363 -3.240 -6.321  C49 1.090
60 H -4.713 -3.821 -7.297  C49 1.090
61 H -3.304 -4.729 -7.168  C49 1.090
62 H -2.122 -0.442 -8.158  C50 1.090
63 H -2.660 -0.801 -6.634  C50 1.090
64 H -3.520 1.201 -8.781  C51 1.090
65 H -2.933 1.536 -7.190  C51 1.090
66 H -4.488 1.010 -7.249  C51 1.090
67 C -5.480 7.479 -6.208  C68 1.475, H74 1.090, H75 1.090, H76 1.090
68 C -4.202 7.636 -5.488  C67 1.475, N69 1.435, H77 1.090, H78 1.090
69 N -4.062 6.739 -4.376  C68 1.435, C70 1.444, C72 1.478
70 C -2.770 6.808 -3.735  N69 1.444, C71 1.519, H79 1.090, H80 1.090
71 C -2.480 8.106 -3.000  C70 1.519, H81 1.090, H82 1.090, H83 1.090
72 C -5.193 6.617 -3.433  N69 1.478, C73 1.507, H84 1.090, H85 1.090
73 C -5.165 5.409 -2.533  C72 1.507, H86 1.090, H87 1.090, H88 1.090
74 H -5.392 7.782 -7.252  C67 1.090
75 H -6.212 8.110 -5.703  C67 1.090
76 H -5.888 6.469 -6.182  C67 1.090
77 H -3.374 7.402 -6.158  C68 1.090
78 H -4.002 8.677 -5.236  C68 1.090
79 H -1.926 6.580 -4.385  C70 1.090
80 H -2.734 5.996 -3.008  C70 1.090
81 H -1.459 8.088 -2.617  C71 1.090
82 H -2.983 8.328 -2.059  C71 1.090
83 H -2.632 8.989 -3.620  C71 1.090
84 H -5.131 7.546 -2.866  C72 1.090
85 H -6.145 6.712 -3.956  C72 1.090
86 H -6.118 4.975 -2.228  C73 1.090
87 H -4.679 4.739 -3.242  C73 1.090
88 H -4.430 5.430 -1.728  C73 1.090
89 C 6.988 6.099 3.639  C90 1.494, H98 1.090, H99 1.090, H100 1.090
90 C 6.047 5.072 3.098  C89 1.494, O91 1.411, H101 1.090, H102 1.090
91 O 6.712 4.329 2.100  C90 1.411, C92 1.342
92 C 6.478 4.285 0.779  O91 1.342, O93 1.249, C94 1.556
93 O 5.513 4.902 0.283  C92 1.249
94 C 7.606 3.629 -0.069  C92 1.556, F95 1.316, F96 1.263, F97 1.301
95 F 8.354 4.518 -0.687  C94 1.316
96 F 8.330 2.895 0.661  C94 1.263
97 F 7.073 2.870 -0.981  C94 1.301
98 H 6.444 6.551 4.468  C89 1.090
99 H 7.339 6.882 2.965  C89 1.090
100 H 7.916 5.773 4.108  C89 1.090
101 H 5.127 5.490 2.688  C90 1.090
102 H 5.710 4.404 3.890  C90 1.090
103 C 2.944 -3.406 13.565  C104 1.481, H112 1.090, H113 1.090, H114 1.090
104 C 1.503 -3.516 13.243  C103 1.481, O105 1.498, H115 1.090, H116 1.090
105 O 1.076 -2.417 12.319  C104 1.498, C106 1.348
106 C -0.236 -2.216 12.090  O105 1.348, O107 1.222, C108 1.627
107 O -1.081 -3.000 12.494  C106 1.222
108 C -0.676 -0.785 11.450  C106 1.627, F109 1.286, F110 1.318, F111 1.313
109 F -1.420 -0.126 12.266  C108 1.286
110 F 0.334 -0.010 11.108  C108 1.318
111 F -1.278 -1.088 10.323  C108 1.313
112 H 3.397 -3.684 12.614  C103 1.090
113 H 3.126 -4.215 14.272  C103 1.090
114 H 3.247 -2.470 14.035  C103 1.090
115 H 0.885 -3.403 14.134  C104 1.090
116 H 1.233 -4.512 12.889  C104 1.090
117 C -1.379 -7.082 8.743  C118 1.532, H121 1.090, H122 1.090, H123 1.090
118 C -2.550 -7.206 7.763  C117 1.532, O119 1.226, C120 1.605
119 O -3.047 -8.299 7.516  C118 1.226
120 C -2.992 -5.808 7.109  C118 1.605, H124 1.090, H125 1.090, H126 1.090
121 H -1.004 -8.060 9.042  C117 1.090
122 H -1.812 -6.439 9.510  C117 1.090
123 H -0.534 -6.629 8.225  C117 1.090
124 H -3.532 -5.867 6.164  C120 1.090
125 H -2.098 -5.188 7.032  C120 1.090
126 H -3.581 -5.376 7.917  C120 1.090
127 C 3.842 0.043 -9.666  C128 1.568, H131 1.090, H132 1.090, H133 1.090
128 C 4.018 0.155 -8.112  C127 1.568, O129 1.195, C130 1.509
129 O 3.113 0.328 -7.352  C128 1.195
130 C 5.391 0.079 -7.490  C128 1.509, H134 1.090, H135 1.090, H136 1.090
131 H 4.813 -0.237 -10.074  C127 1.090
132 H 3.599 1.031 -10.059  C127 1.090
133 H 3.059 -0.642 -9.992  C127 1.090
134 H 5.701 1.095 -7.246  C130 1.090
135 H 6.128 -0.462 -8.083  C130 1.090
136 H 5.211 -0.394 -6.525  C130 1.090
137 C -0.341 8.678 7.297  C138 1.547, H141 1.090, H142 1.090, H143 1.090
138 C 0.962 7.856 7.444  C137 1.547, O139 1.187, C140 1.519
139 O 1.790 7.951 6.598  C138 1.187
140 C 1.058 6.845 8.574  C138 1.519, H144 1.090, H145 1.090, H146 1.090
141 H -0.183 9.359 8.133  C137 1.090
142 H -1.293 8.176 7.467  C137 1.090
143 H -0.384 9.104 6.294  C137 1.090
144 H 0.926 5.813 8.251  C140 1.090
145 H 0.323 7.034 9.356  C140 1.090
146 H 2.071 6.890 8.974  C140 1.090
147 C -8.176 -2.303 0.176  C148 1.482, H151 1.090, H152 1.090, H153 1.090
148 C -8.516 -3.129 1.357  C147 1.482, O149 1.276, C150 1.503
149 O -8.398 -2.547 2.486  C148 1.276
150 C -8.936 -4.571 1.292  C148 1.503, H154 1.090, H155 1.090, H156 1.090
151 H -8.751 -1.378 0.224  C147 1.090
152 H -8.370 -2.818 -0.765  C147 1.090
153 H -7.095 -2.177 0.233  C147 1.090
154 H -10.001 -4.712 1.477  C150 1.090
155 H -8.529 -5.142 2.127  C150 1.090
156 H -8.667 -5.155 0.411  C150 1.090

* LUMO energy: 0.436 eV
* Kohn-Sham gap: 8.34 eV
* E_HOMO: -7.9 eV
* SMILES: CCOC(=O)C(F)(F)F.CCOC(=O)C(F)(F)F.CCN(CC)CC.CCN(CC)CC.CCN(CC)CC.CCN(CC)CC.CC(C)=O.CC(C)=O.CC(C)=O.CC(C)=O
* energy relative to the best compared isomer or geometry (same formula, charge and spin): 148.7 kcal per mole
* total energy: -3152.7866 Eh